No. 1
The following is a quantum chemistry calculation of an isolated molecule of C17H19N5 in a non-equilibrium geometry, from the OMol25 dataset.

The calculation puts the molecular weight at 293.37 g mol⁻¹. For the energy above the lowest of the compared OMol25 structures with the same formula, charge and spin, the calculation gives 129.6 kJ/mol. Its multiplicity is 1. As for the frontier orbital gap: 9.1 eV. Its SMILES is c1ccc([C@H](N2CCCCC2)n2cnc3cncnc32)cc1.

Element x y z (Å)
C -0.282700 4.541972 0.842290
C 0.586917 3.500980 1.209135
C 0.188837 2.151001 1.064824
C -1.104313 1.809015 0.605345
C -1.933970 0.473716 0.825135
N -1.147641 -0.323303 1.838816
C -1.600931 -1.673251 2.112692
C -0.508455 -2.481177 2.823550
C -0.043159 -1.871134 4.147457
C 0.191294 -0.369742 3.957987
C -0.912083 0.325571 3.111559
N -2.273642 -0.230562 -0.304623
C -3.495539 -0.740314 -0.631472
N -3.519729 -1.261300 -1.826002
C -2.318751 -1.074728 -2.449443
C -1.793264 -1.641844 -3.620764
N -0.471197 -1.552778 -3.787398
C 0.283093 -0.923480 -2.886599
N -0.177679 -0.378984 -1.701212
C -1.460123 -0.435650 -1.503048
C -1.903580 2.869743 0.180044
C -1.537981 4.202401 0.304158
H -0.012145 5.609623 0.959298
H 1.554892 3.807030 1.650627
H 0.942616 1.435129 1.377854
H -2.859020 0.864115 1.339883
H -1.903713 -2.190739 1.203337
H -2.474113 -1.596954 2.775717
H 0.370831 -2.530835 2.166673
H -0.856392 -3.506786 2.987615
H -0.764332 -2.059643 4.956209
H 0.895913 -2.349446 4.458491
H 0.303347 0.104790 4.946159
H 1.165558 -0.246778 3.459265
H -0.634157 1.384026 3.045880
H -1.835839 0.290031 3.720880
H -4.341229 -0.714380 0.000481
H -2.420671 -2.174356 -4.348370
H 1.351777 -0.846979 -3.083977
H -2.898322 2.608266 -0.154125
H -2.248311 4.980340 0.014102

Forces on atoms 1 to 3 (eV/Å):
-0.4 -0.2 -0.2
-0.5 0.4 -0.3
0.2 0.4 0.0

natural (NBO) population analysis, charges in e, atoms 1 to 6: C -0.207; C -0.240; C -0.139; C -0.042; C 0.130; N -0.457



No. 2
The following is a quantum chemistry calculation of an isolated molecule of C8H8FN in a non-equilibrium geometry, from the OMol25 dataset.

The calculation puts the molecular weight at 137.16 g mol⁻¹. For the energy above the lowest of the compared OMol25 structures with the same formula, charge and spin, the calculation gives 238.0 kJ/mol. Its multiplicity is 1. As for the frontier orbital gap: 8.7 eV. Its SMILES is [H]/N=C(\F)[C@@H]1C=CC=CC1=C.

Element x y z (Å)
H -3.679093 0.310982 0.161524
N -2.871096 0.616184 -0.286354
C -1.763461 0.285609 0.167253
F -1.711676 -0.472815 1.311855
C -0.403308 0.603756 -0.413132
C -0.416572 -0.749143 -1.217031
C 0.289135 -1.723276 -0.695200
C 0.939744 -1.569966 0.597156
C 1.378164 -0.347445 1.057318
C 0.878224 0.899227 0.343073
C 1.673385 1.909411 0.116806
H -0.497912 1.498950 -1.065857
H -1.072516 -0.749977 -2.029075
H -0.017184 -2.714104 -1.047714
H 1.240212 -2.549346 1.019080
H 2.129442 -0.168483 1.870847
H 1.270046 2.757906 -0.582796
H 2.634472 2.162525 0.692255

Forces on atoms 1 to 3 (eV/Å):
-1.3 -0.9 1.2
1.9 1.2 -1.9
-0.4 0.8 2.2

natural (NBO) population analysis, charges in e, atoms 1 to 6: H 0.369; N -0.690; C 0.679; F -0.358; C -0.375; C -0.134



No. 3
The following is a quantum chemistry calculation of a structure of composition C27H49BaN6O in a non-equilibrium geometry, from the OMol25 dataset.

Its charge is +1. The calculation puts the molecular weight at 611.06 g mol⁻¹. For the energy above the lowest of the compared OMol25 structures with the same formula, charge and spin, the calculation gives 0.0 kJ/mol. Its multiplicity is 1. As for the frontier orbital gap: 6.8 eV.

Element x y z (Å)
Ba -24.132453 -4.966344 -8.982575
C -21.302044 -6.928282 -5.279607
C -22.317329 -7.087512 -6.398877
C -23.551526 -7.798343 -5.849115
O -22.632268 -5.871849 -6.956842
H -20.327529 -6.634442 -5.671227
H -21.190381 -7.862833 -4.712947
H -21.653384 -6.170216 -4.575867
H -21.836008 -7.756504 -7.163109
H -23.367645 -8.852144 -5.611953
H -24.371579 -7.718758 -6.566993
H -23.864551 -7.294879 -4.928767
C -30.042381 -5.033710 -12.063282
C -29.974472 -4.167833 -10.812256
C -29.359529 -4.896768 -9.616107
C -27.957331 -5.235240 -9.860482
N -26.859966 -5.500827 -10.061762
H -29.040219 -5.301420 -12.406390
H -30.536159 -4.496011 -12.870670
H -30.582613 -5.965425 -11.885414
H -30.948944 -3.771765 -10.531121
H -29.349359 -3.291991 -11.022828
H -29.879528 -5.836274 -9.408704
H -29.387064 -4.278792 -8.715286
C -27.464063 -2.349293 -13.527403
C -26.299681 -1.507714 -13.021864
C -24.930330 -2.125535 -13.318958
C -24.615955 -3.210197 -12.407126
N -24.359030 -4.071953 -11.688635
H -27.376500 -2.561613 -14.592291
H -28.403818 -1.822179 -13.357200
H -27.523739 -3.299443 -12.990198
H -26.414829 -1.343987 -11.945761
H -26.333048 -0.509831 -13.462170
H -24.137460 -1.379170 -13.251358
H -24.915456 -2.525397 -14.335408
C -19.891208 -8.890141 -9.328796
C -18.883158 -7.757435 -9.246727
C -19.500516 -6.435263 -8.808817
C -20.665050 -6.066843 -9.593713
N -21.606938 -5.815317 -10.192032
H -20.830310 -8.543308 -9.768740
H -20.134404 -9.289381 -8.340181
H -19.506884 -9.708733 -9.935375
H -18.398081 -7.627209 -10.217722
H -18.089559 -8.006273 -8.541743
H -18.772920 -5.624606 -8.866160
H -19.842622 -6.477933 -7.768363
C -22.604980 0.078708 -10.931360
C -21.524944 0.389499 -9.929331
C -21.698949 -0.352741 -8.605604
C -21.987245 -1.773323 -8.787708
N -22.186513 -2.895287 -8.922061
H -22.617720 -0.985229 -11.179154
H -22.439697 0.635092 -11.855178
H -23.590625 0.359808 -10.550556
H -21.521991 1.454888 -9.697869
H -20.540383 0.152083 -10.333894
H -22.512024 0.073381 -8.010633
H -20.808051 -0.284008 -7.977749
C -28.283420 -7.651027 -4.848587
C -29.100016 -6.583847 -5.557389
C -28.447256 -5.204432 -5.538875
C -27.190830 -5.207176 -6.286238
N -26.211588 -5.272119 -6.874218
H -27.841648 -7.268944 -3.927166
H -27.467950 -7.996823 -5.484707
H -28.914895 -8.500236 -4.598274
H -30.099065 -6.499884 -5.124787
H -29.273782 -6.896433 -6.592833
H -28.230588 -4.882428 -4.519849
H -29.093663 -4.455031 -6.004118
C -25.036904 -10.834799 -7.681552
C -23.579406 -10.811038 -8.080898
C -23.338296 -10.202707 -9.466343
C -23.827692 -8.843993 -9.583403
N -24.225524 -7.771657 -9.695209
H -25.647121 -11.335083 -8.441475
H -25.442184 -9.828338 -7.554212
H -25.183437 -11.367613 -6.742691
H -23.189524 -11.831970 -8.108723
H -22.986350 -10.289844 -7.328619
H -23.828380 -10.802853 -10.236482
H -22.273288 -10.208906 -9.701703

Forces on atoms 1 to 3 (eV/Å):
1.0 -1.2 1.2
0.1 -0.3 0.4
0.1 0.2 -0.4

Löwdin population analysis, charges in e, atoms 1 to 6: Ba 1.617; C -0.080; C -0.691; C -0.089; O -0.509; H 0.053



No. 4
The following is a quantum chemistry calculation of a structure of composition C5H13BrN2O6P2Pd, from the OMol25 dataset.

Its charge is -2. The calculation puts the molecular weight at 445.44 g mol⁻¹. For the energy above the lowest of the compared OMol25 structures with the same formula, charge and spin, the calculation gives 0.0 kJ/mol. Its multiplicity is 1. As for the frontier orbital gap: 5.7 eV.

Element x y z (Å)
Pd 0.591784 2.305963 -0.537385
N 2.157751 -2.220772 0.780018
C 1.656309 -0.876625 0.340164
C 0.489737 -1.069005 -0.629803
P 3.036903 0.018604 -0.541058
O 4.048293 0.354990 0.674434
O 3.704137 -1.003619 -1.401766
O 2.457987 1.275337 -1.119560
P 1.093084 -0.001664 1.873650
O -0.315036 0.650017 1.611639
O 0.723352 -1.251753 2.813183
O 2.111659 0.892804 2.476474
H 3.130569 -2.293069 0.493320
H 1.669486 -2.916129 0.225426
H 1.257415 -1.987032 2.419800
H 0.820683 -1.690297 -1.466194
H 0.140627 -0.111469 -1.022449
H -0.354609 -1.551775 -0.125824
H 3.539294 0.796321 1.391724
H -0.188302 1.464799 0.925222
Br -1.253832 3.822262 0.155284
C -3.594596 0.095843 -0.184442
C -3.442384 1.214001 -1.218918
C -2.897282 0.697698 -2.473485
N -2.517949 0.223176 -3.449680
H -4.013376 0.504333 0.735617
H -2.616921 -0.316171 0.054988
H -4.244208 -0.706448 -0.542990
H -2.788560 1.998067 -0.804101
H -4.402016 1.681612 -1.453299

Forces on atoms 1 to 3 (eV/Å):
0.1 0.6 -0.2
-0.1 0.0 0.0
0.0 0.0 0.0

natural (NBO) population analysis, charges in e, atoms 1 to 6: Pd -0.058; N -0.882; C -0.654; C -0.638; P 2.394; O -1.049



No. 5
The following is a quantum chemistry calculation of a structure of composition C5H8O in a non-equilibrium geometry, from the OMol25 dataset.

The calculation puts the molecular weight at 84.12 g mol⁻¹. For the energy above the lowest of the compared OMol25 structures with the same formula, charge and spin, the calculation gives 466.1 kJ/mol. Its multiplicity is 1. As for the frontier orbital gap: 9.4 eV.

Element x y z (Å)
C -1.684805 -0.626522 0.188432
C -0.680046 0.376308 -0.309852
O -0.075459 1.159213 0.762569
C 1.161925 0.902302 0.200544
C 1.571466 -0.762298 0.166515
C 0.726268 -0.041226 -0.831571
H -2.461092 -0.115800 0.767632
H -1.214725 -1.377173 0.829888
H -2.158581 -1.129374 -0.660409
H -1.130877 1.088527 -1.007836
H 1.883800 1.703573 0.036328
H 2.123442 0.065767 0.817749
H 0.960258 -1.257765 0.925571
H 0.978427 0.014473 -1.885555

Forces on atoms 1 to 3 (eV/Å):
0.0 -0.1 0.0
-0.4 -0.2 -0.2
-0.2 0.2 0.0

natural (NBO) population analysis, charges in e, atoms 1 to 6: C -0.636; C 0.107; O -0.502; C 0.112; C -0.534; C -0.307



No. 6
The following is a quantum chemistry calculation of a structure of composition C3H8NO2P in a non-equilibrium geometry, from the OMol25 dataset.

The calculation puts the molecular weight at 121.08 g mol⁻¹. For the energy above the lowest of the compared OMol25 structures with the same formula, charge and spin, the calculation gives 16.6 kJ/mol. Its multiplicity is 1. As for the frontier orbital gap: 10.5 eV.

Element x y z (Å)
C 0.968708 0.901103 0.305352
C -0.216254 1.419259 -0.606900
C 0.364206 -0.409080 0.849610
N 0.799533 -1.551343 0.137617
O -1.705512 -0.894862 -1.100282
O -2.514240 0.146503 0.792481
P -1.277852 0.098310 0.037600
H 1.816794 0.807810 -0.342380
H 1.181126 1.541113 1.118027
H -0.552591 2.385199 -0.358517
H -0.061389 1.260664 -1.621645
H 0.517192 -0.543108 1.970530
H 0.040436 -2.168709 0.097100
H -1.054229 -1.089278 -1.849231
H 1.694068 -1.903577 0.570645

Forces on atoms 1 to 3 (eV/Å):
-1.1 0.0 -1.0
0.0 -1.1 2.4
-0.5 0.8 0.8

natural (NBO) population analysis, charges in e, atoms 1 to 6: C -0.416; C -0.792; C -0.387; N -0.864; O -0.990; O -1.062



No. 7
The following is a quantum chemistry calculation of a structure of composition C20H45AlCl9F5N2NaO5PV in a non-equilibrium geometry, from the OMol25 dataset.

Its charge is -1. The calculation puts the molecular weight at 939.55 g mol⁻¹. Its multiplicity is 1. As for the frontier orbital gap: 1.7 eV.

Element x y z (Å)
C 0.932521 4.093014 -3.021882
C 2.360803 3.289087 -3.055515
C 2.778184 2.551096 -1.652136
C 3.421632 1.093198 -2.041438
C 2.622960 -0.202932 -1.431376
C 0.991622 -0.047498 -1.368635
C 0.184477 -1.482336 -1.186323
C -0.211015 -1.821212 0.382585
C -1.749359 -1.429440 0.793198
C -1.959381 0.104949 1.329678
P -2.035684 1.330552 -0.160145
O -2.299097 0.507848 -1.671399
O -3.365641 2.447401 -0.005435
N -3.284993 0.255803 2.076853
C -3.369764 -0.542256 3.358494
C -2.117579 -0.334160 4.395470
C -0.661613 -0.438445 3.595633
C -0.792278 0.657934 2.339173
N -1.084130 1.990032 2.993343
C 0.254866 2.631660 3.283295
C 0.882633 3.362090 1.932355
H 1.073733 5.059751 -3.706605
H 0.097865 3.443937 -3.571062
H 0.602539 4.478956 -1.966065
H 3.203619 4.081178 -3.324417
H 2.318744 2.548323 -3.972271
H 1.941006 2.523173 -0.834712
H 3.664226 3.201270 -1.186311
H 3.567211 0.928599 -3.194655
H 4.516451 1.061245 -1.567543
H 3.025926 -0.567038 -0.380329
H 2.841815 -1.109201 -2.176749
H 0.511297 0.513987 -2.278299
H 0.749841 0.574185 -0.378736
H -0.746955 -1.576164 -1.919235
H 0.945792 -2.333961 -1.532725
H -0.138864 -3.009526 0.474128
H 0.618921 -1.397887 1.090314
H -2.411158 -1.630220 -0.180122
H -2.105942 -2.265483 1.567236
H -3.253365 0.566707 -1.977665
H -4.180011 2.136014 -0.511568
H -4.029439 -0.117343 1.418180
H -3.535246 1.242909 2.304257
H -3.466671 -1.719188 3.186551
H -4.352212 -0.240088 3.947964
H -2.234328 0.696366 4.986637
H -2.139212 -1.168999 5.239330
H -0.402889 -1.520539 3.233908
H 0.208300 -0.091690 4.326336
H 0.253890 0.647514 1.769771
H -1.598073 2.650810 2.371060
H 1.059549 1.807675 3.590383
H 0.239253 3.438337 4.130936
H 1.694041 4.130780 2.338339
H 0.076679 3.942257 1.308048
H 1.441900 2.519392 1.340325
O -2.332842 -3.925359 2.962835
H -1.952076 -3.780043 3.841885
H -3.285150 -3.993357 3.128572
Cl -3.861142 -4.565080 1.718019
Na -5.199787 -2.590059 1.003949
C 4.939317 -3.990415 -2.389308
Cl 4.977463 -2.233056 -2.576696
Cl 3.516672 -4.501778 -1.473054
H 4.910407 -4.453199 -3.378815
H 5.838768 -4.311194 -1.858189
F 1.113507 -6.608228 -0.691421
Al 0.870438 -8.106535 -1.660563
F 2.200253 -9.269871 -1.311244
F 0.877910 -7.695238 -3.413995
F -0.709798 -8.853003 -1.225866
O 8.767611 -1.780737 -4.899269
V 7.919772 -3.296535 -4.634941
O 7.071933 -4.812334 -4.370614
C -7.277767 -3.048679 -3.351236
Cl -7.841941 -4.571058 -4.060919
Cl -6.994537 -3.240080 -1.612599
Cl -5.805007 -2.491625 -4.163754
H -8.055514 -2.293809 -3.492414
F 10.127371 -5.087746 -3.703609
Cl 1.553448 0.210460 1.245602
Cl -2.107644 7.694983 0.844342
C -0.982779 6.771869 1.871141
C 0.257904 7.575042 2.229923
Cl 1.307962 7.856364 0.819093
H -0.725895 5.845996 1.347132
H -1.529750 6.507125 2.781127
H 0.855280 7.027306 2.964788
H -0.001785 8.547450 2.659675

Forces on atoms 1 to 3 (eV/Å):
0.2 0.6 -1.3
-0.2 0.9 -0.1
1.3 0.4 -0.8

Löwdin population analysis, charges in e, atoms 1 to 6: C -0.158; C -0.270; C -0.203; C -0.217; C -0.289; C -0.319